94
Properties=species:S:1:pos:R:3 method="wB97M-V/def2-TZVPD" gap_ev="6.092 / 5.731" total_charge=-1 multiplicity=3 lumo_energy_ev="2.26 / 1.91"
O 1.95126 -2.29744 -3.61233
C 0.77360 -3.06709 -3.22595
C 1.57367 -4.30695 -2.84076
H 0.13127 -3.18895 -4.09553
H 0.20495 -2.57593 -2.42818
C 2.80435 -3.43942 -3.27501
H 1.37903 -5.13644 -3.52300
H 1.51217 -4.57431 -1.78709
C 3.50407 -3.99971 -4.48904
H 2.78029 -4.43819 -5.18547
H 4.19936 -4.79319 -4.18132
H 4.07104 -3.22999 -5.01899
C 3.77412 -3.02133 -2.18881
H 3.29255 -2.87260 -1.22557
H 4.28460 -2.08640 -2.48424
H 4.54849 -3.77068 -2.06684
Pd -1.17555 -0.11879 -0.16309
C -0.53432 -0.93135 2.13585
C -1.92085 -0.72388 1.89945
C -2.31777 -1.54686 0.78361
H -2.58243 -0.08909 2.47790
C -1.10700 -2.15685 0.24810
C -0.03462 -1.81879 1.15562
H 0.96872 -2.22505 1.10099
H 0.01525 -0.47131 2.95213
H -3.32378 -1.69437 0.42092
H -1.05523 -2.72925 -0.66343
C 1.20588 1.43902 0.40448
C 2.17202 0.72606 -0.31152
C 1.62526 0.34381 -1.55956
H 3.19764 0.53453 0.02111
C 0.32526 0.88401 -1.68351
C 0.04966 1.63296 -0.44973
H -0.67909 2.44241 -0.36238
H 1.29055 1.85539 1.40952
H 2.15877 -0.19457 -2.34402
H -0.30396 0.90837 -2.57494
O -1.56466 -2.03307 -4.94682
C -1.11374 -2.77977 -6.12826
C -2.24091 -2.93681 -7.15544
H -0.74966 -3.77489 -5.81982
H -0.25323 -2.25595 -6.58810
C -3.42534 -2.16595 -6.55250
H -2.50168 -3.98617 -7.28559
H -1.96471 -2.52877 -8.12528
C -2.95415 -1.71106 -5.15042
H -4.32114 -2.78488 -6.46087
H -3.66594 -1.29643 -7.15214
H -3.51918 -2.21657 -4.34675
H -3.07524 -0.62172 -5.01542
C -4.08006 2.66634 4.67040
C -3.28412 3.94128 4.88659
C -3.72621 5.00835 3.89506
C -3.49331 4.45364 6.31007
O -1.87313 3.70962 4.75395
Si -1.02594 2.80022 3.63074
S -1.99802 2.47764 1.92970
O 0.41300 3.62642 3.44656
C 0.67612 4.94463 2.90695
C 0.57569 4.90279 1.39071
C -0.27324 5.99219 3.47009
C 2.10138 5.30159 3.32293
O -0.64053 1.38613 4.42885
C -0.09076 1.21944 5.76182
C 0.91410 0.06746 5.68959
C 0.61126 2.48501 6.23486
C -1.21366 0.88070 6.73736
H -5.14091 2.87227 4.86038
H -3.75431 1.88050 5.36787
H -3.97763 2.30069 3.64116
H -4.81375 5.16398 3.98826
H -3.23043 5.96261 4.12328
H -3.49494 4.71287 2.86135
H -3.17525 3.70120 7.04810
H -2.90907 5.37122 6.47824
H -4.55378 4.68108 6.48120
H -0.40771 4.54623 1.05910
H 0.74798 5.90886 0.97919
H 1.33777 4.22861 0.98570
H -0.28877 5.97302 4.56545
H 0.06006 6.99538 3.16968
H -1.29612 5.88145 3.09665
H 2.20906 5.25374 4.41277
H 2.81329 4.60493 2.86634
H 2.34864 6.31866 2.99424
H 1.36620 -0.10258 6.67805
H 1.70927 0.31220 4.97158
H 0.40660 -0.85167 5.36500
H -0.09513 3.31176 6.38231
H 1.09792 2.29994 7.20343
H 1.38871 2.79819 5.53080
H -1.91058 1.72387 6.85387
H -1.77264 0.00035 6.39412
H -0.78964 0.65249 7.72793

=====

95
Properties=species:S:1:pos:R:3 method="wB97M-V/def2-TZVPD" gap_ev="4.826 / 4.708" e_above_lowest_kcal_mol=47.11 total_charge=+4 multiplicity=1 lumo_energy_ev="-14.70 / -14.66"
Pb 0.76169 -0.08998 -1.24500
C -0.13249 1.30332 0.62799
O -0.47723 2.19283 1.28509
C -1.88087 0.18218 -0.85133
O -2.86443 0.51044 -0.35439
P -0.00153 2.53819 -2.29456
C -0.08712 2.22287 -4.13160
H -0.09686 3.23322 -4.56986
C -1.46982 3.68942 -2.03309
H -2.30112 2.98320 -2.20355
C 1.68242 3.36388 -2.12199
H 2.36748 2.60394 -2.53994
C 1.45882 -3.56302 0.22587
P 0.03145 -2.77763 -0.71365
H -0.28555 -4.39616 -2.42847
H 2.27717 -3.48162 -0.50778
C -1.57023 -3.59066 -0.20461
H -1.34172 -4.67001 -0.24852
C -1.64403 4.28115 -0.62975
H -2.46708 5.01037 -0.68888
H -0.73992 4.82128 -0.31958
H -1.91101 3.55053 0.14060
C -1.62211 4.84397 -3.02475
H -0.82153 5.58521 -2.90409
H -2.56505 5.35783 -2.77934
H -1.68651 4.53418 -4.07376
C 1.87180 4.64430 -2.93542
H 1.62372 4.51617 -3.99659
H 2.93554 4.92363 -2.88111
H 1.29320 5.48221 -2.52456
C 2.09389 3.57305 -0.66121
H 3.14445 3.90021 -0.64594
H 2.03189 2.65476 -0.06058
H 1.49470 4.35578 -0.17645
C 1.11812 1.46456 -4.70606
H 2.06458 2.00162 -4.56726
H 0.96540 1.33203 -5.78806
H 1.21937 0.45913 -4.26684
C -1.39361 1.50430 -4.49495
H -1.44991 0.50817 -4.02907
H -1.43112 1.36558 -5.58574
H -2.28228 2.07634 -4.20231
C 1.26270 -5.03799 0.57937
H 1.02832 -5.65760 -0.29494
H 0.48737 -5.17226 1.34802
H 2.21256 -5.39669 1.00467
C 1.95397 -2.81377 1.47269
H 1.19534 -2.78165 2.26812
C -0.58280 -2.55270 -3.51899
H 2.26993 -1.78874 1.24282
H 2.83209 -3.34747 1.87413
C 1.66149 -3.57164 -2.88508
H 0.01975 -1.70198 -3.87381
H -0.79965 -3.18733 -4.39276
H -1.54529 -2.16388 -3.15980
C 0.18916 -3.39954 -2.47954
H 1.71200 -3.82864 -3.95208
H 2.13000 -4.39161 -2.32466
H 2.24600 -2.64843 -2.73025
C -2.73137 -3.28678 -1.16492
H -2.90175 -2.20389 -1.27428
H -3.64983 -3.74057 -0.76626
H -2.56969 -3.72816 -2.15593
C -1.91440 -3.20731 1.23993
H -1.92273 -2.11758 1.39164
H -1.19197 -3.64099 1.94749
H -2.91453 -3.58800 1.50004
H 0.54960 -1.93813 -6.05574
H 0.52690 -1.24209 -6.33544
C 1.15804 0.73195 6.25879
N 1.19555 0.81681 4.81558
N 0.25654 0.19950 4.07046
C 0.67720 0.13930 2.76860
O -0.07361 -0.32771 1.84507
C 1.96175 0.75758 2.72922
C 2.24544 1.13213 4.02340
C 3.44131 1.81122 4.54280
C -0.92755 -0.35369 4.64782
C -1.95107 0.47111 5.10746
C -3.19089 -0.10100 5.36967
C -3.37910 -1.47745 5.19190
C -2.33684 -2.29648 4.73295
C -1.07577 -1.73051 4.56467
H 0.23292 1.16028 6.65398
H 2.00789 1.28480 6.66510
H 1.22338 -0.30334 6.61792
H 2.55837 0.82390 1.82549
H 3.23085 2.72390 5.11189
H 4.01821 1.13051 5.17964
H 4.07804 2.09922 3.69961
H -1.76179 1.53415 5.20959
H -4.02612 0.53603 5.66096
H -4.33985 -1.92626 5.45020
H -2.48282 -3.36222 4.51654
H -0.20574 -2.33907 4.34739

=====

95
Properties=species:S:1:pos:R:3 method="wB97M-V/def2-TZVPD" gap_ev=5.856 e_above_lowest_kcal_mol=0.00 total_charge=+1 multiplicity=1 lumo_energy_ev=-2.16
C -2.05075 -0.35689 -2.17562
C -0.29961 -1.81206 -1.63550
C -2.37941 -1.12476 -3.29449
C -0.50995 -2.56437 -2.79333
C -1.58944 -2.22814 -3.61671
H -3.22167 -0.80021 -3.90276
H 0.15477 -3.40172 -3.00723
H -1.79272 -2.81169 -4.51249
N -1.11004 -0.78172 -1.31908
P -1.65800 2.15356 -0.94097
P 0.47520 -1.98616 1.13920
C -2.73792 0.98447 -1.88222
H -3.06090 1.46124 -2.82436
H -3.65225 0.81377 -1.28687
C 0.88425 -2.03130 -0.73083
H 1.38004 -2.98440 -0.95838
C 2.08629 -2.12799 2.13185
C -0.72023 -3.38061 1.52909
C -0.47302 2.90219 -2.18773
C -2.71541 3.43363 -0.06560
C 2.60421 -0.72238 2.49254
H 1.97501 -0.24305 3.25507
H 3.61923 -0.82160 2.91584
H 2.65908 -0.04884 1.63025
C 1.87233 -2.87168 3.45773
H 1.13984 -2.36104 4.09692
H 1.57525 -3.91571 3.31212
H 2.83195 -2.87452 3.99722
C 3.15238 -2.84035 1.29228
H 4.02638 -3.03703 1.93875
H 2.81660 -3.81092 0.89561
H 3.49661 -2.20580 0.46081
C -1.22478 -3.16569 2.98211
H -1.22440 -2.10949 3.29595
H -2.26287 -3.51976 3.05940
H -0.62815 -3.74260 3.70006
C -1.93528 -3.32580 0.58339
H -2.38849 -2.32739 0.53404
H -1.67480 -3.65522 -0.42968
H -2.69746 -4.01792 0.97655
C -0.00364 -4.73932 1.35159
H 0.94018 -4.69332 0.78609
H 0.19796 -5.21448 2.32120
H -0.67373 -5.41793 0.80301
C -1.76839 4.41765 0.64028
H -2.38071 5.17119 1.15615
H -1.14553 3.91501 1.39413
H -1.10788 4.94996 -0.05630
C -3.58338 2.75155 1.00580
H -4.25231 1.99090 0.58401
H -2.98183 2.29676 1.80422
H -4.21355 3.52920 1.46899
C -3.64650 4.16761 -1.04856
H -4.07899 3.50092 -1.80897
H -4.48268 4.59682 -0.47544
H -3.14598 5.00246 -1.55208
C -0.07426 1.84593 -3.22597
H -0.91912 1.51407 -3.84275
H 0.67108 2.29299 -3.90159
H 0.38519 0.97663 -2.73972
C 0.79599 3.35235 -1.41801
H 1.57427 2.57555 -1.46178
H 1.18561 4.27282 -1.88473
H 0.62391 3.57151 -0.35289
C -1.11268 4.08671 -2.93372
H -2.07311 3.81873 -3.40054
H -1.24674 4.96651 -2.29036
H -0.42665 4.37649 -3.74495
Sn -0.34316 0.49658 0.64047
C -3.04155 -0.39647 1.83979
O -4.03230 -0.70557 2.32007
N 1.54688 0.36323 -0.45738
C 1.84751 -0.74101 -0.96260
C 3.10557 -0.93171 -1.91500
C 3.38591 -2.38192 -2.27506
C 2.81630 -0.19926 -3.21850
C 4.34591 -0.30926 -1.24690
H 3.61384 -2.99339 -1.39611
H 2.54971 -2.82509 -2.82888
H 4.26932 -2.39903 -2.93182
H 2.62440 0.86378 -3.03174
H 3.68996 -0.28043 -3.88082
H 1.95525 -0.63962 -3.73851
H 5.20119 -0.99452 -1.30592
H 4.62401 0.61157 -1.77374
H 4.18387 -0.05700 -0.19245
C -0.87373 1.30566 4.21010
C 0.23106 2.08448 3.56958
N 0.95209 2.86797 4.38957
O 0.51442 2.05690 2.32985
H -0.86551 1.48692 5.29581
H -0.74442 0.22327 4.03560
H -1.85570 1.61575 3.81792
H 1.72947 3.40793 4.03438
H 0.77129 2.85495 5.38223

=====

95
Properties=species:S:1:pos:R:3 method="wB97M-V/def2-TZVPD" gap_ev=5.134 e_above_lowest_kcal_mol=0.00 multiplicity=1 lumo_energy_ev=0.07
Cs -0.20786 1.30144 1.08720
C -2.71914 4.07852 -1.80614
C -2.91154 2.59206 -1.61377
C -3.30610 2.06386 -0.38129
C -3.39113 2.94999 0.84309
C -3.64954 0.70958 -0.28217
C -4.22822 0.17894 1.00995
C -3.51192 -0.13335 -1.38819
C -3.85318 -1.60072 -1.25167
C -3.08647 0.38865 -2.61662
C -3.03884 -0.49147 -3.84705
C -2.76493 1.74541 -2.72045
C -2.27633 2.32682 -4.02686
H -1.66932 4.35396 -1.91795
H -3.12672 4.65572 -0.98037
H -3.22942 4.40558 -2.71302
H -4.36382 3.44457 0.92209
H -2.63190 3.72993 0.82799
H -3.25050 2.38379 1.76398
H -4.85073 -0.69681 0.83887
H -4.85512 0.92618 1.49522
H -3.44810 -0.10893 1.72200
H -4.93178 -1.76738 -1.33696
H -3.53250 -1.99621 -0.28955
H -3.37203 -2.20228 -2.01659
H -3.82719 -1.24096 -3.83257
H -2.08341 -1.01864 -3.93743
H -3.17351 0.09120 -4.75582
H -3.09887 2.72572 -4.62868
H -1.75791 1.58530 -4.62996
H -1.57719 3.14244 -3.85136
N 1.72073 0.79183 3.37059
C 2.91994 0.04670 2.96768
C 3.08832 -0.02190 1.45895
N 2.03041 -0.79841 0.81633
H 1.84223 1.76445 3.09283
H 1.63387 0.80672 4.38029
H 2.84680 -0.97066 3.36577
H 3.83668 0.48024 3.38598
H 4.09011 -0.42964 1.26889
H 3.08560 0.98691 1.02925
H 2.03255 -1.75678 1.14404
H 2.16931 -0.83684 -0.18914
C 0.00643 -5.24517 -0.94408
Se 0.07321 -3.41117 -0.31223
C -0.52425 -2.60602 -1.98516
C 0.54196 -2.51799 -3.06875
Se 1.86099 -1.11018 -2.79082
C 0.71576 0.36454 -3.31265
H -1.00759 -5.50846 -1.23733
H 0.31833 -5.88164 -0.11873
H 0.68878 -5.39648 -1.77735
H -0.93367 -1.62647 -1.73965
H -1.35308 -3.22806 -2.33103
H 0.08137 -2.33201 -4.04173
H 1.09376 -3.45376 -3.14797
H 0.48483 0.29013 -4.37362
H 1.26545 1.28066 -3.11202
H -0.20153 0.38254 -2.72592
C -1.32646 0.14176 5.21301
C -2.23937 -0.90251 4.57467
As -1.44016 -1.66875 2.94052
C 0.09323 -2.60670 3.74720
C -0.21050 -3.53903 4.91323
C -2.65225 -3.21267 2.63040
C -3.67125 -3.54474 3.71344
H -1.80021 0.59994 6.08259
H -1.07345 0.94059 4.51278
H -0.38842 -0.30590 5.54784
H -3.18436 -0.44565 4.27175
H -2.48222 -1.68940 5.28799
H 0.79103 -1.81785 4.03487
H 0.56376 -3.15058 2.92427
H -0.65676 -3.00169 5.75176
H 0.69571 -4.02391 5.28230
H -0.90372 -4.32794 4.61723
H -1.99513 -4.06350 2.43774
H -3.15804 -3.00677 1.68666
H -3.19244 -3.81210 4.65581
H -4.29213 -4.39084 3.41051
H -4.33861 -2.70461 3.91125
F 0.28752 5.21109 3.89891
C 0.73815 4.67407 2.72423
C -0.02450 4.77732 1.57304
C 0.47295 4.32051 0.36781
C 1.75871 3.69440 0.23175
C 2.13156 3.00798 -0.91981
C 2.54067 3.72992 1.43838
C 2.04383 4.21092 2.63719
H -1.01715 5.21110 1.62584
H -0.15649 4.38703 -0.51161
H 3.14749 2.64518 -1.02898
H 1.55593 3.17112 -1.82496
H 3.56864 3.38437 1.40160
H 2.67447 4.24128 3.51938

=====

99
Properties=species:S:1:pos:R:3 method="wB97M-V/def2-TZVPD" gap_ev="4.860 / 5.265" e_above_lowest_kcal_mol=32.61 total_charge=+2 multiplicity=1 lumo_energy_ev="-7.66 / -7.25"
Pt -0.92366 -0.14355 -0.15915
C -2.14221 -2.80330 0.91988
N -3.47659 -2.33025 0.64982
C -4.29950 -3.28133 -0.06490
C -3.77926 -1.02025 0.74551
N -2.79532 -0.13131 0.90307
C -3.04503 1.06193 1.56359
C -3.93130 1.17783 2.63404
C -4.12388 2.39371 3.25609
C -3.44347 3.52716 2.81327
C -2.53323 3.43221 1.78535
C -2.29891 2.19825 1.15906
N -1.48660 2.04684 0.07502
C -0.51068 2.90890 -0.24366
N -0.43074 3.32506 -1.51926
C -1.64108 3.32014 -2.31779
C 0.83026 3.54072 -2.19584
N 0.37891 3.33491 0.67027
C 1.05660 4.60611 0.55720
C 0.54263 2.64734 1.92707
N -5.07827 -0.64642 0.64388
C -6.16894 -1.36926 1.26589
C -5.46192 0.62499 0.07301
H -2.19887 -3.77643 1.40771
H -1.61639 -2.10847 1.57727
H -1.58727 -2.92413 -0.02134
H -3.68089 -3.81182 -0.78976
H -5.09793 -2.78118 -0.60166
H -4.72884 -4.02263 0.60864
H -4.45262 0.30451 2.99188
H -4.79930 2.46268 4.09326
H -3.61759 4.48073 3.28626
H -2.00332 4.31338 1.45347
H -2.42799 3.88010 -1.81036
H -2.01125 2.30368 -2.49035
H -1.42260 3.79417 -3.27007
H 1.05052 4.60044 -2.33428
H 0.78160 3.06772 -3.17797
H 1.62973 3.06212 -1.62940
H 0.48905 5.27109 -0.08876
H 2.07252 4.49568 0.17435
H 1.10985 5.05279 1.54849
H 0.27201 1.59414 1.79997
H -0.08094 3.08911 2.70933
H 1.59183 2.71702 2.21783
H -5.80240 -2.21482 1.83881
H -6.89385 -1.71715 0.52872
H -6.69163 -0.69427 1.94844
H -4.64002 1.02829 -0.51479
H -5.74804 1.35369 0.83646
H -6.31998 0.45489 -0.58036
C 3.41744 -1.60473 2.99861
Sb 1.56976 -1.38426 1.87900
C 0.46147 -2.24305 3.54032
C 1.88822 -3.33555 0.88086
C 2.79779 -3.27391 -0.27732
C 4.11433 -3.71526 -0.12795
C 4.99895 -3.72668 -1.18707
C 4.59217 -3.26611 -2.42906
C 3.29939 -2.80715 -2.59290
C 2.39324 -2.81285 -1.53857
C 1.00125 -2.35056 -1.79813
Sb -0.57933 0.00726 -3.69842
C 1.02981 -0.63681 -5.00346
C -1.75350 -1.83322 -3.81251
H 4.29272 -1.56227 2.36260
H 3.36867 -2.57597 3.48010
H 3.48454 -0.83762 3.76106
H 1.13870 -2.28204 4.38635
H 0.13174 -3.25052 3.30824
H -0.39138 -1.62605 3.80084
H 0.90783 -3.73183 0.62833
H 2.31306 -3.95359 1.66846
H 4.43497 -4.08330 0.83553
H 6.00441 -4.09140 -1.04630
H 5.27830 -3.26704 -3.26168
H 2.97428 -2.45231 -3.56013
H 0.28968 -2.78587 -1.10048
H 0.72219 -2.60224 -2.82010
H 1.03167 -1.71328 -5.15002
H 1.97097 -0.31907 -4.56820
H 0.91107 -0.14842 -5.96118
H -1.56459 -2.31711 -4.76615
H -2.80206 -1.55915 -3.75941
H -1.52569 -2.52408 -3.00771
C 4.46223 2.79544 -0.84533
As 3.44882 1.42648 0.15790
C 4.55096 -0.08298 -0.42135
C 4.31357 1.77113 1.89719
S 0.84422 -0.50308 -1.66714
H 4.11927 3.80517 -0.61907
H 5.51242 2.72721 -0.56735
H 4.37566 2.62747 -1.91844
H 5.60469 0.15656 -0.29360
H 4.37210 -0.30188 -1.47243
H 4.32075 -0.98062 0.14660
H 4.26680 2.83337 2.13743
H 5.36113 1.47880 1.84795
H 3.83211 1.21723 2.70086

=====

| no. | E_tot (hartree) |
| --- | --- |
| 1 | -2406.0383 |
| 2 | -2423.9801 |
| 3 | -2426.3690 |
| 4 | -8483.5090 |
| 5 | -4777.1613 |